[1]
Formula: C43H69N3O4S3SbSeTi
Source: the Open Molecules 2025 dataset
Level of theory: ωB97M-V/def2-TZVPD

The value obtained for the HOMO-LUMO gap (alpha / beta) is 3.65 / 5.90 eV. Its charge is -2. As for the spin multiplicity: 4. The LUMO energy (alpha / beta) is 3.78 / 3.77 eV. The energy above the lowest of the compared OMol25 structures with the same formula, charge and spin is 1.183 eV. The calculation puts the max |F| at 2.0 eV/Å.

Last column: Mulliken charge in e.
Cartesian coordinates (Å):
Ti  -1.1107  0.6928  1.1863  0.285
C  -0.6042  0.7607  -6.3283  -1.785
C  0.6424  0.2200  -5.6129  2.287
C  1.8797  0.8367  -6.2619  -2.163
C  0.7092  -1.3026  -5.8011  -1.757
C  0.5424  0.5482  -4.1230  -0.419
C  -0.4870  -0.0032  -3.3543  -0.663
C  -0.6034  0.3075  -2.0238  -0.324
Se  -1.8869  -0.6126  -0.9028  -0.466
C  -0.6018  -2.0126  -0.4604  0.519
C  -0.5910  -3.1652  -1.2130  -0.715
C  0.3522  -4.1688  -0.9788  -0.473
C  1.3319  -3.8874  -0.0422  -0.296
C  1.3866  -2.7090  0.7133  0.330
C  0.3271  -1.7893  0.5883  -0.606
O  0.1478  -0.7928  1.4263  2.264
C  2.5871  -2.5293  1.6630  2.617
C  2.7384  -1.1110  2.2311  -2.056
C  3.8875  -2.8195  0.8934  -1.924
C  2.4539  -3.5145  2.8323  -1.843
C  0.2914  -5.4747  -1.7696  2.229
C  0.5648  -5.1841  -3.2535  -1.663
C  1.3159  -6.4973  -1.2829  -2.222
C  -1.1057  -6.0948  -1.6302  -1.790
C  0.2644  1.2110  -1.3702  0.044
O  0.0163  1.5555  -0.1127  0.943
C  1.3470  1.7132  -2.1060  -0.167
C  1.4389  1.3662  -3.4615  -0.450
C  2.4861  2.5828  -1.5345  2.670
C  2.3333  2.9668  -0.0571  -1.560
C  3.8009  1.7957  -1.6594  -1.648
C  2.5920  3.8928  -2.3289  -1.946
H  -0.5918  0.4853  -7.3888  0.448
H  -1.5169  0.3667  -5.8780  0.349
H  -0.6456  1.8494  -6.2489  0.356
H  1.9196  0.5527  -7.3170  0.436
H  1.8558  1.9275  -6.2057  0.375
H  2.7973  0.4880  -5.7811  0.384
H  0.8363  -1.5541  -6.8596  0.483
H  1.5466  -1.7222  -5.2379  0.352
H  -0.2042  -1.7855  -5.4479  0.346
H  -1.2186  -0.6770  -3.7882  0.442
H  -1.3426  -3.2762  -1.9876  0.351
H  2.1134  -4.6189  0.1204  0.267
H  2.7833  -0.3694  1.4297  -0.068
H  1.9157  -0.8278  2.8765  0.189
H  3.6714  -1.0636  2.8041  0.576
H  3.9595  -2.1681  0.0189  0.314
H  4.7503  -2.6281  1.5388  0.521
H  3.9521  -3.8537  0.5489  0.344
H  1.5216  -3.3338  3.3735  0.221
H  2.4440  -4.5494  2.4786  0.276
H  3.2880  -3.3963  3.5335  0.494
H  1.5477  -4.7229  -3.3743  0.318
H  0.5370  -6.1067  -3.8443  0.466
H  -0.1773  -4.4935  -3.6601  0.319
H  2.3391  -6.1426  -1.4300  0.367
H  1.1790  -6.7240  -0.2223  0.403
H  1.1998  -7.4266  -1.8478  0.446
H  -1.8734  -5.4466  -2.0564  0.332
H  -1.1529  -7.0600  -2.1465  0.466
H  -1.3496  -6.2519  -0.5765  0.320
H  2.2733  1.7710  -4.0198  0.240
H  2.2094  2.0945  0.5816  -0.153
H  3.2345  3.5083  0.2527  0.675
H  1.4734  3.6187  0.0943  0.038
H  3.7454  0.8769  -1.0690  0.141
H  4.0104  1.5153  -2.6945  0.306
H  4.6387  2.3952  -1.2888  0.483
H  1.6685  4.4689  -2.2314  0.389
H  3.4178  4.4990  -1.9422  0.487
H  2.7700  3.7188  -3.3926  0.273
S  -6.8450  2.0497  0.3757  -0.689
Sb  -4.6249  2.5782  0.0497  0.271
S  -3.8146  2.0328  -2.0407  -0.598
S  -3.3368  1.5704  1.7843  -0.623
C  -5.5450  -1.4243  2.0918  -1.281
C  -4.5625  -1.6188  0.9560  -0.055
O  -3.2483  -1.9221  1.4322  0.206
C  -3.0628  -3.2971  1.7017  -0.592
C  -1.9293  -3.4675  2.6894  -0.828
H  -6.4785  -1.0139  1.7011  0.392
H  -5.1300  -0.6936  2.7875  0.118
H  -5.7525  -2.3567  2.6266  0.357
H  -4.4819  -0.6894  0.3950  -0.106
H  -4.8877  -2.4021  0.2586  0.388
H  -2.8346  -3.8250  0.7651  0.113
H  -3.9840  -3.7272  2.1126  0.535
H  -1.0606  -2.8897  2.3677  -0.214
H  -1.6361  -4.5190  2.7490  0.444
H  -2.2245  -3.1201  3.6814  0.353
C  0.2579  2.8828  5.9303  -1.087
N  0.6358  2.4148  4.6036  0.292
C  1.0042  3.4827  3.6923  -1.032
C  -0.2060  1.4395  4.0447  -0.485
O  -0.4560  1.4553  2.7788  -0.390
N  -0.7281  0.4875  4.9357  0.327
C  -2.0429  -0.0115  4.5528  -0.995
C  0.1961  -0.6174  5.2078  -1.221
H  0.7715  3.8266  6.1207  0.449
H  0.5543  2.1694  6.6997  0.243
H  -0.8239  3.0433  6.0187  0.265
H  1.8510  4.0336  4.1060  0.523
H  0.1731  4.1833  3.5181  0.582
H  1.2979  3.0608  2.7344  -0.146
H  -2.0380  -0.5850  3.6177  0.102
H  -2.7298  0.8227  4.4232  0.349
H  -2.4162  -0.6566  5.3523  0.329
H  1.1554  -0.2145  5.5386  0.292
H  0.3648  -1.2417  4.3205  0.209
H  -0.2131  -1.2472  6.0041  0.425
N  -1.3052  4.1011  0.2189  0.550
C  -1.1512  5.4573  0.1479  0.540
C  -0.2450  6.1386  0.9753  -0.103
C  -0.1713  7.5203  0.9571  -0.684
C  -0.9853  8.2711  0.1176  -0.488
C  -1.8707  7.5980  -0.7239  -0.436
C  -1.9520  6.2207  -0.7211  -0.476
H  -0.6544  3.5564  0.7617  -0.708
H  -1.6287  3.6199  -0.6101  -0.150
H  0.3944  5.5673  1.6385  0.205
H  0.5398  8.0176  1.6075  0.346
H  -0.9400  9.3530  0.1226  0.351
H  -2.5177  8.1610  -1.3877  0.353
H  -2.6537  5.7063  -1.3687  0.451

[2]
Formula: C43H70N12O5
Source: the Open Molecules 2025 dataset
Level of theory: ωB97M-V/def2-TZVPD

The value obtained for the HOMO-LUMO gap is 8.04 eV. The LUMO energy is 0.39 eV. The energy above the lowest of the compared OMol25 structures with the same formula, charge and spin is 0.000 eV. The calculation puts the max |F| at 0.8 eV/Å.

Last column: Mulliken charge in e.
Cartesian coordinates (Å):
C  28.9437  -5.8996  -0.5630  -1.090
C  27.6096  -6.1928  -1.1999  0.731
O  27.4564  -6.1502  -2.4091  -0.627
N  26.6122  -6.5608  -0.3619  -0.104
C  25.3321  -7.0296  -0.8417  -0.489
H  29.7490  -6.3298  -1.1521  0.304
H  29.0257  -6.2467  0.4694  0.327
H  29.1387  -4.8242  -0.5310  0.259
H  26.8111  -6.5830  0.6218  0.229
H  24.6473  -7.1936  -0.0166  0.176
H  25.4233  -7.9442  -1.4334  0.293
H  24.8922  -6.2775  -1.4979  -0.011
C  21.7910  -3.5859  1.1056  0.293
C  22.1582  -5.0358  0.9078  0.325
O  22.6577  -5.4608  -0.1319  -0.317
N  21.8478  -5.8374  1.9389  0.407
C  22.0713  -7.2605  1.8992  -0.871
H  21.6062  -3.3629  2.1584  0.100
H  20.9199  -3.3611  0.4917  -0.448
H  22.6016  -2.9144  0.8236  0.178
H  21.3466  -5.4401  2.7175  -0.254
H  21.9659  -7.6041  0.8733  0.060
H  21.3201  -7.7943  2.4763  0.015
H  23.0719  -7.4934  2.2741  0.300
C  17.5352  -5.7964  6.0372  -0.684
C  16.7816  -5.3798  4.7994  0.557
O  15.9604  -4.4741  4.8270  -0.687
N  16.9854  -6.0857  3.6495  -0.032
C  17.7863  -7.2602  3.4390  -0.982
H  18.2481  -6.5860  5.7982  0.146
H  16.8298  -6.1978  6.7624  0.354
H  18.1009  -4.9673  6.4517  0.211
H  16.4444  -5.7095  2.8876  0.249
H  17.4731  -8.1051  4.0588  0.306
H  18.8586  -7.1133  3.5945  0.142
H  17.6656  -7.5717  2.4041  0.427
C  19.7464  -7.6970  -1.0678  -0.381
C  19.4110  -8.8836  -0.2031  0.512
O  19.4359  -8.8225  1.0201  -0.611
N  19.1377  -10.0361  -0.8626  -0.198
C  18.8202  -11.2694  -0.1858  -0.928
H  19.3336  -7.7579  -2.0744  0.537
H  20.8281  -7.5940  -1.1578  -0.228
H  19.4010  -6.7875  -0.5774  0.171
H  18.9372  -9.9789  -1.8459  0.242
H  19.6461  -11.9851  -0.2725  0.276
H  17.9550  -11.7488  -0.6440  0.345
H  18.6435  -11.0875  0.8692  0.296
C  23.8615  -1.4704  3.9843  -0.137
C  25.1917  -1.0815  4.5785  0.516
O  26.2574  -1.4863  4.1515  -0.655
N  25.1144  -0.2556  5.6698  -0.211
C  26.3031  0.1839  6.3726  -0.880
H  23.9923  -1.7755  2.9508  0.003
H  23.2301  -0.5804  4.0225  0.137
H  23.4630  -2.3395  4.5033  0.049
H  24.2945  0.3214  5.7383  0.241
H  26.0389  0.3209  7.4255  0.308
H  26.6742  1.1407  6.0032  0.287
H  27.0576  -0.5922  6.3249  0.317
N  24.4632  -1.8371  -3.8694  -0.004
C  25.4078  -2.5836  -3.2122  -0.860
C  24.7712  -3.3253  -2.2620  -0.795
C  23.3850  -3.0271  -2.3614  1.188
C  23.2246  -2.0944  -3.3528  -1.048
H  24.6958  -1.1505  -4.5632  0.185
H  26.4516  -2.5103  -3.4633  0.454
H  25.2340  -4.0592  -1.6230  0.403
H  22.5808  -3.4373  -1.7737  -0.232
H  22.3489  -1.6412  -3.7848  0.528
N  17.3868  -1.8322  -1.3785  0.050
C  17.4315  -2.0867  -2.7208  -0.655
C  18.6586  -2.6346  -2.9977  -0.912
C  19.3943  -2.6578  -1.7842  1.340
C  18.5822  -2.1673  -0.7997  -1.032
H  16.6386  -1.3433  -0.9206  0.204
H  16.6290  -1.8186  -3.3855  0.401
H  18.9632  -3.0036  -3.9630  0.442
H  20.3489  -3.1392  -1.6469  -0.165
H  18.7401  -2.1363  0.2647  0.463
N  22.7515  1.6738  2.2286  0.111
C  23.7989  1.1610  1.5222  -1.007
C  23.3596  0.0427  0.8689  -0.255
C  21.9788  -0.1074  1.1739  0.200
C  21.6412  0.8855  2.0517  -1.202
H  22.7608  2.5594  2.7010  0.190
H  24.7721  1.6157  1.4553  0.418
H  23.8748  -0.5340  0.1168  0.558
H  21.3353  -0.8337  0.7063  0.659
H  20.6955  1.1572  2.4887  0.393
N  23.3462  -12.7975  1.8576  0.043
C  22.3125  -11.9824  2.2089  -1.020
C  22.8372  -10.7848  2.6070  0.300
C  24.2535  -10.9024  2.5437  -0.562
C  24.5351  -12.1489  2.0577  -0.687
H  23.2461  -13.7215  1.4785  0.196
H  21.2762  -12.2558  2.1086  0.443
H  22.2628  -9.9453  2.9617  0.481
H  25.0069  -10.1632  2.7637  0.411
H  25.4734  -12.6495  1.8941  0.409
N  21.8871  -5.1239  6.1855  0.302
C  21.8166  -3.7574  6.1423  -1.113
C  20.9614  -3.3890  5.1343  -1.338
C  20.4488  -4.5956  4.6001  -0.432
C  21.0205  -5.6476  5.2699  -0.019
H  22.5235  -5.6436  6.7705  0.120
H  22.4643  -3.2037  6.8031  0.475
H  20.7257  -2.3881  4.8168  0.624
H  19.7178  -4.7219  3.8123  1.071
H  20.8831  -6.7049  5.1314  0.405
N  22.4548  -8.4295  6.5788  0.098
C  23.6024  -8.4406  5.8430  -0.268
C  24.6224  -8.0154  6.6493  -0.626
C  24.0559  -7.7080  7.9211  -0.239
C  22.7150  -7.9549  7.8420  -0.919
H  21.5818  -8.8376  6.2964  0.259
H  23.6276  -8.7511  4.8121  0.471
H  25.6451  -7.8572  6.3527  0.418
H  24.6329  -7.3057  8.7370  0.431
H  21.9211  -7.8382  8.5596  0.362
N  21.9648  -6.1781  -2.9184  0.782
C  22.3456  -7.3560  -3.4927  -0.464
C  21.6322  -7.4970  -4.6575  -0.776
C  20.8057  -6.3556  -4.7978  -0.543
C  21.0586  -5.5488  -3.7155  -0.241
H  22.3588  -5.7657  -2.0844  0.049
H  23.0525  -8.0023  -3.0024  0.415
H  21.6958  -8.3345  -5.3342  0.439
H  20.1583  -6.0998  -5.6198  0.445
H  20.6489  -4.5916  -3.4477  -0.027

[3]
Formula: C43H72BF3IN2O18S
Source: the Open Molecules 2025 dataset
Level of theory: ωB97M-V/def2-TZVPD

The value obtained for the HOMO-LUMO gap is 6.75 eV. Its charge is -1. The LUMO energy is 1.42 eV. The energy above the lowest of the compared OMol25 structures with the same formula, charge and spin is 0.000 eV. The calculation puts the max |F| at 1.7 eV/Å.

Last column: Mulliken charge in e.
Cartesian coordinates (Å):
C  -2.4022  -1.2702  3.9991  -0.998
B  -1.8362  -0.4506  2.7369  0.768
N  -2.8860  -0.7753  1.4882  -0.426
C  -2.5339  -1.2861  0.4761  0.511
S  -2.0680  -1.9759  -0.8925  -0.499
O  -0.4857  -0.8068  2.2412  -0.435
C  0.3080  0.2914  2.4912  -0.752
I  2.0648  0.2885  1.2109  -0.028
C  -0.6388  1.5292  2.4134  1.509
C  -0.9093  1.9192  0.9528  -1.011
C  -2.3885  2.1798  0.6678  -0.317
C  -3.0755  3.1685  1.5551  0.153
O  -2.5525  3.7864  2.4506  -0.633
N  -4.4599  3.3452  1.2824  -0.199
C  -5.2290  2.1764  1.6671  -0.220
C  -5.7071  1.3291  0.6805  -0.082
C  -6.4031  0.1848  1.0426  -0.488
C  -6.6115  -0.1112  2.3812  -0.512
C  -6.1453  0.7474  3.3634  -0.669
C  -5.4463  1.8918  3.0083  -0.218
C  -0.0036  2.6141  3.2925  -1.368
O  1.0274  3.3696  2.6071  -0.237
C  0.8432  4.6733  2.4519  0.958
F  1.9836  5.2069  1.9901  -0.315
F  -0.1283  5.0081  1.5916  -0.250
F  0.5536  5.3091  3.6172  -0.279
O  -1.7458  0.9845  3.0633  -0.733
H  -3.4470  -1.0258  4.1968  0.200
H  -1.8130  -1.0581  4.8935  0.190
H  -2.3541  -2.3491  3.8278  0.241
H  0.7332  0.1633  3.4874  0.640
H  -0.6113  1.0870  0.3147  0.398
H  -0.3061  2.7650  0.6377  0.527
H  -2.9379  1.2435  0.7171  -0.410
H  -2.5041  2.5260  -0.3619  0.611
H  -4.7263  4.1310  1.8669  0.457
H  -5.5268  1.5675  -0.3550  0.550
H  -6.7706  -0.4735  0.2675  0.475
H  -7.1339  -1.0194  2.6476  0.383
H  -6.3068  0.5158  4.4066  0.367
H  -5.0412  2.5598  3.7561  0.310
H  -0.7794  3.2514  3.7031  0.593
H  0.4904  2.1329  4.1248  0.151
O  1.9487  -1.9393  -3.7453  -0.591
C  2.8680  -1.1685  -3.7626  0.742
O  3.1734  -0.4752  -2.6561  -0.325
C  4.3622  0.3162  -2.5326  -0.247
C  4.2096  1.7100  -3.0968  -0.724
C  3.6483  -0.9045  -5.0362  -0.904
H  5.2168  -0.2065  -2.9663  0.298
H  4.5376  0.3700  -1.4596  0.207
H  4.0198  1.6932  -4.1720  0.258
H  5.1294  2.2624  -2.9004  0.247
H  3.3679  2.2174  -2.6237  0.279
H  3.1160  -0.1512  -5.6152  0.243
H  3.6781  -1.8292  -5.6070  0.295
H  4.6699  -0.5701  -4.8755  0.308
O  0.2449  1.2602  6.1380  -0.403
C  0.4719  2.0647  6.9927  0.693
O  0.2018  1.7357  8.2805  -0.391
C  0.5897  2.5558  9.3795  -0.459
C  -0.4256  3.6426  9.6703  -0.955
C  0.9659  3.4579  6.6667  -0.877
H  1.5904  2.9625  9.2248  0.393
H  0.6546  1.8716  10.2247  0.305
H  -0.5235  4.3333  8.8331  0.273
H  -0.1314  4.2118  10.5533  0.347
H  -1.4050  3.1995  9.8484  0.294
H  0.1065  4.0808  6.4196  0.218
H  1.6051  3.3936  5.7900  0.251
H  1.5339  3.9322  7.4633  0.366
O  -8.2549  -3.4116  -1.1765  -0.644
C  -7.1365  -3.7485  -1.4672  0.912
O  -6.6786  -3.4615  -2.6961  -0.402
C  -5.3185  -3.7162  -3.0860  -0.058
C  -5.1510  -5.1359  -3.5793  -1.141
C  -6.2709  -4.5423  -0.5137  -0.734
H  -4.6306  -3.4732  -2.2786  0.184
H  -5.1121  -3.0097  -3.8884  0.358
H  -5.3729  -5.8519  -2.7944  0.146
H  -4.1290  -5.3048  -3.9208  0.428
H  -5.8351  -5.3382  -4.4014  0.310
H  -6.5180  -5.5987  -0.6216  0.030
H  -6.5107  -4.2249  0.4976  0.333
H  -5.2028  -4.4100  -0.6607  0.282
O  -6.8874  -7.6112  -3.4059  -0.552
C  -7.2908  -8.2886  -2.5032  0.798
O  -6.6022  -9.4034  -2.1765  -0.370
C  -6.8868  -10.1713  -1.0055  -0.387
C  -7.9894  -11.1835  -1.2382  -0.957
C  -8.5762  -7.9604  -1.7765  -1.029
H  -7.1015  -9.5176  -0.1592  0.318
H  -5.9526  -10.6822  -0.7791  0.330
H  -8.9342  -10.6986  -1.4835  0.276
H  -8.1379  -11.7932  -0.3466  0.354
H  -7.7273  -11.8369  -2.0701  0.296
H  -9.4077  -8.3774  -2.3435  0.331
H  -8.6826  -6.8783  -1.7513  0.236
H  -8.6227  -8.3275  -0.7545  0.361
O  7.1467  2.5105  -2.2771  -0.604
C  7.9651  2.0115  -1.5533  0.938
O  7.6365  0.8590  -0.9375  -0.400
C  8.5738  0.0827  -0.1878  -0.398
C  8.6881  0.5576  1.2456  -0.994
C  9.2892  2.6690  -1.2548  -1.148
H  9.5402  0.0555  -0.6934  0.329
H  8.1735  -0.9294  -0.2136  0.359
H  9.0694  1.5775  1.3007  0.269
H  9.3607  -0.0921  1.8064  0.370
H  7.7087  0.5443  1.7230  0.309
H  9.1403  3.3915  -0.4524  0.303
H  9.6138  3.1931  -2.1487  0.261
H  10.0815  1.9795  -0.9787  0.322
O  -5.0380  4.1595  -3.0636  -0.575
C  -5.2459  3.0970  -3.5770  0.870
O  -6.2603  2.3398  -3.1076  -0.385
C  -6.7237  1.1661  -3.7821  -0.816
C  -5.9192  -0.0714  -3.4479  -0.358
C  -4.3614  2.5550  -4.6778  -1.039
H  -6.7642  1.3436  -4.8587  0.423
H  -7.7519  1.0467  -3.4440  0.368
H  -4.8786  0.0237  -3.7601  0.291
H  -6.3505  -0.9431  -3.9403  0.265
H  -5.9170  -0.2469  -2.3726  0.049
H  -3.5030  2.0655  -4.2184  0.235
H  -4.0098  3.3970  -5.2682  0.331
H  -4.8539  1.8531  -5.3458  0.359
O  11.7118  1.8058  -3.5933  -0.527
C  12.7129  2.4555  -3.4868  0.831
O  12.9667  3.0490  -2.3003  -0.383
C  14.2041  3.7031  -2.0075  -0.416
C  14.2167  5.1416  -2.4805  -0.984
C  13.6431  2.6906  -4.6545  -1.085
H  15.0441  3.1318  -2.4049  0.363
H  14.2834  3.6664  -0.9224  0.335
H  14.1213  5.2094  -3.5642  0.271
H  15.1469  5.6285  -2.1869  0.370
H  13.3822  5.6871  -2.0410  0.301
H  13.2619  3.5303  -5.2342  0.265
H  13.6269  1.8009  -5.2779  0.325
H  14.6743  2.8900  -4.3753  0.337

| no. | energy (a.u.) |
| --- | --- |
| 1 | -6831.0354 |
| 2 | -2713.7952 |
| 3 | -4166.0803 |